Entry from the OMol25 dataset: C22H31ClHoN2O3 as an isolated structure in a non-equilibrium geometry (ωB97M-V/def2-TZVPD).

XYZ file:
```
60
Properties=species:S:1:pos:R:3
Ho 0.27 -0.01 0.53
Cl 2.13 -0.05 -0.98
N 0.26 2.18 0.55
N 0.19 -2.19 0.57
C -0.29 2.89 -0.42
C -0.35 -2.90 -0.41
C 1.21 2.94 1.33
C 1.48 4.04 0.34
C 2.46 2.14 1.71
C 0.43 3.39 2.54
H 2.95 1.72 0.83
H 2.23 1.33 2.42
H 3.13 2.86 2.21
H -0.44 3.98 2.22
H 1.10 4.03 3.13
H 0.08 2.54 3.15
C 1.10 -2.96 1.38
C 1.36 -4.09 0.41
C 0.28 -3.38 2.59
C 2.36 -2.20 1.78
H 2.88 -1.79 0.89
H 3.01 -2.94 2.28
H 2.16 -1.38 2.49
H -0.60 -3.94 2.25
H -0.05 -2.51 3.17
H 0.92 -4.03 3.19
O 0.20 -4.10 -0.50
H 1.42 -5.05 0.91
H 2.24 -3.88 -0.22
O 0.29 4.07 -0.55
H 2.33 3.80 -0.32
H 1.58 5.01 0.82
C -1.43 2.52 -1.28
C -1.46 -2.51 -1.31
C -1.32 -1.21 -2.08
H -2.36 -2.45 -0.67
H -1.56 -3.35 -2.01
C -1.17 0.01 -1.42
C -1.31 1.23 -2.07
H -1.81 0.02 0.60
C -1.60 1.23 -3.44
C -1.72 0.02 -4.11
C -1.85 2.51 -4.17
C -1.61 -1.20 -3.46
H -1.94 0.03 -5.16
C -1.87 -2.46 -4.19
H -1.99 -2.22 -5.25
H -2.79 -2.97 -3.86
H -1.03 -3.17 -4.10
H -2.77 3.01 -3.83
H -1.97 2.28 -5.23
H -1.01 3.21 -4.06
H -1.57 3.37 -1.96
H -2.31 2.45 -0.60
C 0.44 0.03 4.11
C -0.53 0.02 2.97
O -1.74 0.03 3.12
H 1.49 0.03 3.80
H 0.23 -0.87 4.70
H 0.23 0.93 4.69
```

Calculated values
Kohn-Sham gap (spin up / spin down): 4.3 / 4.3 eV
charge: -1
multiplicity: 5
lowest unoccupied orbital energy (spin up / spin down): 2.71 / 2.71 eV
E_HOMO (spin up / spin down): -1.6 / -1.6 eV

=====

Entry from the OMol25 dataset: a single C5H10O2 molecule (ωB97M-V/def2-TZVPD).

XYZ file:
```
17
Properties=species:S:1:pos:R:3
O 1.84 -0.05 1.35
C 1.87 -0.40 -0.02
C 0.47 -0.83 -0.41
C -0.54 0.32 -0.44
C -2.02 -0.07 -0.53
O -2.34 0.65 0.67
C -0.96 0.96 0.90
H 2.66 0.41 1.57
H 2.58 -1.22 -0.21
H 2.19 0.46 -0.64
H 0.14 -1.59 0.30
H 0.50 -1.31 -1.40
H -0.25 1.06 -1.19
H -2.20 -1.15 -0.42
H -2.58 0.30 -1.39
H -0.79 2.04 0.98
H -0.56 0.46 1.79
```

Calculated values
Kohn-Sham gap: 10.2 eV
charge: 0
multiplicity: 1
lowest unoccupied orbital energy: 0.83 eV
E_HOMO: -9.4 eV
SMILES string: OCCC1COC1
energy above the lowest of the compared OMol25 structures with the same formula, charge and spin: 53.9 kcal/mol

=====

Entry from the OMol25 dataset: an isolated ion of composition C7H8 and charge +1 in a non-equilibrium geometry (ωB97M-V/def2-TZVPD).

XYZ file:
```
15
Properties=species:S:1:pos:R:3
C -0.99 1.90 -0.57
C -0.30 0.60 -0.24
C -0.99 -0.39 0.58
C -0.46 -1.63 1.09
C 0.90 -1.80 0.65
C 1.39 -1.12 -0.55
C 0.86 0.13 -0.93
H -0.33 2.80 -0.41
H -1.15 2.22 -1.56
H -1.88 2.10 0.08
H -1.87 0.02 0.95
H -0.70 -2.00 2.02
H 1.62 -2.38 1.17
H 2.43 -1.26 -0.82
H 1.49 0.82 -1.44
```

Calculated values
Kohn-Sham gap (spin up / spin down): 10.2 / 6.7 eV
charge: +1
multiplicity: 2
lowest unoccupied orbital energy (spin up / spin down): -4.73 / -8.24 eV
E_HOMO (spin up / spin down): -14.9 / -14.9 eV
energy above the lowest of the compared OMol25 structures with the same formula, charge and spin: 33.5 kcal/mol

=====

Entry from the OMol25 dataset: a 2-piece molecular cluster, C6H15N2 overall in a non-equilibrium geometry (ωB97M-V/def2-TZVPD).

XYZ file:
```
23
Properties=species:S:1:pos:R:3
C -3.27 0.28 -0.17
C -2.14 -0.69 -0.69
C -0.76 -0.51 0.14
C 0.35 0.30 -0.34
N 1.49 0.57 0.36
C 2.66 1.16 -0.47
C 3.95 0.43 -0.20
N -2.85 1.67 -0.16
H -4.11 0.13 -0.69
H -3.60 0.07 0.85
H -2.01 -0.58 -1.77
H -2.44 -1.73 -0.50
H -0.59 -1.33 0.87
H 0.27 0.77 -1.31
H -0.01 -4.28 3.02
H 2.60 1.10 -1.56
H 2.68 2.17 -0.17
H 4.12 0.62 0.88
H 4.88 0.75 -0.67
H 3.81 -0.65 -0.22
H 0.10 -4.38 3.72
H -3.24 2.30 -0.98
H -1.90 1.83 0.06
```

Calculated values
Kohn-Sham gap: 5.4 eV
charge: +1
multiplicity: 1
lowest unoccupied orbital energy: -7.69 eV
E_HOMO: -13.1 eV
energy above the lowest of the compared OMol25 structures with the same formula, charge and spin: 156.7 kcal/mol

=====

Entry from the OMol25 dataset: a single C15H18O5 molecule in a non-equilibrium geometry (ωB97M-V/def2-TZVPD).

XYZ file:
```
38
Properties=species:S:1:pos:R:3
C -0.18 -2.84 2.18
O -0.58 -2.04 1.08
C 0.00 -0.72 1.09
C -0.28 0.06 -0.28
C -0.17 -0.80 -1.57
C -1.32 -1.79 -1.71
C -2.57 -1.52 -1.24
C -2.83 -0.30 -0.36
C -1.70 0.71 -0.37
C -1.78 1.81 0.73
O -2.87 2.08 1.26
C -0.60 2.57 1.05
C 0.63 2.32 0.49
O 1.57 3.18 0.97
C 2.96 3.08 0.53
C 0.82 1.13 -0.51
O 2.13 0.55 -0.39
C 2.34 -0.56 -1.13
O 3.45 -0.93 -1.49
C 1.18 -1.50 -1.60
H -0.92 -3.63 2.32
H -0.12 -2.21 3.09
H 0.80 -3.26 2.02
H -0.42 -0.14 1.93
H 1.05 -0.74 1.33
H -0.19 -0.19 -2.47
H -1.18 -2.76 -2.18
H -3.36 -2.23 -1.45
H -2.97 -0.75 0.64
H -3.75 0.21 -0.64
H -1.77 1.20 -1.37
H -0.70 3.39 1.74
H 3.52 3.84 1.09
H 3.45 2.16 0.82
H 3.10 3.22 -0.53
H 0.66 1.59 -1.49
H 1.42 -1.86 -2.61
H 1.18 -2.35 -0.97
```

Calculated values
Kohn-Sham gap: 9.5 eV
charge: 0
multiplicity: 1
lowest unoccupied orbital energy: 0.41 eV
E_HOMO: -9.1 eV
SMILES string: COC[C@@]12[C@@H]3C=CC[C@H]1C(=O)C=C(OC)[C@H]2OC(=O)C3
energy above the lowest of the compared OMol25 structures with the same formula, charge and spin: 58.4 kcal/mol

=====

Entry from the OMol25 dataset: ClO2V as an isolated structure in a non-equilibrium geometry (ωB97M-V/def2-TZVPD).

XYZ file:
```
4
Properties=species:S:1:pos:R:3
O -1.29 0.06 0.18
V 0.26 0.36 -0.06
O 0.39 1.93 -0.29
Cl 0.65 -2.35 0.17
```

Calculated values
Kohn-Sham gap: 6.9 eV
charge: 0
multiplicity: 1
lowest unoccupied orbital energy: -3.28 eV
E_HOMO: -10.2 eV
energy above the lowest of the compared OMol25 structures with the same formula, charge and spin: 28.5 kcal/mol